C18H20BrN3O3 | ωB97M-V/def2-TZVPD

As for the HOMO energy: -0.3006 Eh. The value obtained for the largest force on an atom is 5.833 eV Å⁻¹. As for the structure (SMILES): CC(C)(C)OC(=O)n1cc(-c2ccc(N3CC[C@H](Br)C3=O)cc2)cn1. The HOMO-LUMO gap is 8.003 eV. The energy above the lowest of the compared OMol25 structures with the same formula, charge and spin is 410.9 kJ/mol.

Structure (XYZ):
```
45
Properties=species:S:1:pos:R:3:forces:R:3
Br -3.030 -3.450 -7.107 -0.7413 0.7465 1.5656
O -2.725 -1.036 -4.544 1.9180 -2.2752 0.7056
O 2.411 1.817 4.381 -0.6452 0.2534 -2.3941
O 1.954 2.930 2.432 -1.1077 -4.4842 0.1023
N 1.356 0.680 2.758 -3.7506 -3.9312 -2.1229
N 0.799 -0.436 3.602 0.8370 0.6361 -0.4003
N -2.645 -2.870 -3.093 1.7360 1.2480 0.8317
C 4.436 3.519 2.983 -0.3369 2.5887 0.0550
C 0.145 -1.291 2.814 0.7273 4.3789 -0.9182
C -1.012 -1.150 -2.040 -3.8919 -3.0535 -1.8594
C -1.880 -2.282 -2.002 0.8857 -2.0198 2.8815
C -3.339 -4.125 -3.022 0.9505 -2.7541 -0.8588
C -0.482 -1.357 0.274 0.1193 0.7346 0.5819
C 2.386 4.982 3.534 -0.7925 -1.5549 1.1463
C 3.003 4.564 1.254 1.7832 0.3292 -1.1428
C -1.813 -2.994 -0.696 -2.1684 0.2137 -5.3227
C 0.077 -0.745 1.433 2.2533 1.1049 2.6663
C -2.735 -2.263 -4.301 -4.3430 3.0716 -1.6778
C 1.948 1.815 3.237 1.5007 1.4279 3.9584
C -1.213 -2.509 0.354 1.5470 0.5865 2.2355
C -3.894 -4.446 -4.502 0.5863 0.4638 0.8888
C -0.381 -0.739 -0.932 -0.1030 -0.4060 0.0873
C -3.751 -3.084 -5.208 2.1290 -1.6515 0.0632
C 2.927 3.900 2.626 2.0646 2.7235 -1.1777
C 0.801 0.443 1.495 -0.0589 0.3229 -1.5934
H 1.272 4.915 3.450 0.8914 0.8577 -0.1173
H 4.583 3.657 4.065 0.0474 0.0118 -0.3744
H 3.571 3.951 0.511 -0.5945 0.1887 0.5222
H 2.877 5.901 3.252 -0.4097 0.4736 0.3538
H -0.552 -1.979 3.263 0.5400 -0.4975 0.1829
H 0.930 1.141 0.589 0.0974 -1.0132 1.9894
H -3.254 -5.210 -5.004 -0.6710 0.5781 0.5438
H -2.660 -4.937 -2.635 -0.1680 0.6331 -0.8124
H -2.266 -3.898 -0.433 -1.2159 -1.4640 -0.8025
H -1.165 -0.648 -2.947 0.8474 1.2755 -1.0537
H 3.645 5.441 1.426 -0.2075 -0.1128 -0.3874
H 5.227 4.220 2.405 -2.0489 -1.7990 1.2271
H 0.176 0.105 -1.072 1.4775 2.1879 0.0760
H -1.269 -3.123 1.232 0.1425 0.1790 0.6101
H -4.954 -4.767 -4.452 0.7671 0.0024 -0.0764
H 2.614 4.679 4.562 -0.0283 0.4595 0.0335
H -4.123 -4.243 -2.309 -0.9126 1.0853 0.5905
H -4.671 -2.513 -5.215 0.0841 0.1541 -0.5753
H 2.096 4.931 0.775 -0.3444 -0.2999 0.4205
H 4.583 2.501 2.806 0.6076 -1.6002 -0.6519
```
Positions in Å, forces in eV/Å.

Mulliken population analysis, charges in e, atoms 1 to 4: number 1, Br, carries -0.1847; number 2, O, carries -0.6233; number 3, O, carries -0.5582; number 4, O, carries -0.2960